# 1
Below is C2H4N2O2 in the gas phase in a non-equilibrium geometry, with properties calculated with the ωB97M-V functional and the def2-TZVPD basis.

Results
Structure (SMILES) ... C=NO/C=N\O
Calculated total energy ... -338.4263 Eh

The geometry in ORCA input format:
```
! wB97M-V def2-TZVPD RIJCOSX def2/J DEFGRID3
* xyz 0 1
C 0.8840 -0.1684 -0.9769
C -0.1936 0.1911 2.2855
H -1.0978 0.2064 -0.3839
H 1.8821 -0.0831 -1.2920
H 0.7581 0.0596 2.8466
H -1.2051 0.4115 2.6567
N -0.0827 -0.3480 -1.7863
N -0.2496 0.2149 1.0423
O -1.2346 -0.2646 -1.2287
O 0.9654 0.2898 0.4198
*
```

***

# 2
Below is C2H4N2O2 in the gas phase, with properties calculated with the ωB97M-V functional and the def2-TZVPD basis.

Results
Structure (SMILES) ... C=NOC(N)=O
Calculated total energy ... -338.5619 Eh

The geometry in ORCA input format:
```
! wB97M-V def2-TZVPD RIJCOSX def2/J DEFGRID3
* xyz 0 1
C -1.0900 0.4473 -0.0190
C 2.2915 0.0706 0.0063
H -3.0052 -0.2933 0.0556
H -1.7602 -1.5073 -0.0174
H 2.3552 -1.0209 0.0385
H 3.1972 0.6770 0.0172
N -2.0311 -0.5326 -0.0049
N 1.1924 0.7109 -0.0249
O -1.2848 1.6316 -0.0058
O 0.1351 -0.1833 -0.0455
*
```

***

# 3
Below is C2H4N2O2 in the gas phase, with properties calculated with the ωB97M-V functional and the def2-TZVPD basis.

Results
Structure (SMILES) ... NC(=O)NC=O
Calculated total energy ... -338.6247 Eh

The geometry in ORCA input format:
```
! wB97M-V def2-TZVPD RIJCOSX def2/J DEFGRID3
* xyz 0 1
N 1.3971 0.3617 0.1542
C 0.5999 -0.7033 0.4518
O 0.8378 -1.5435 1.2795
N -0.5848 -0.7058 -0.3931
C -1.4892 0.3200 -0.1731
O -1.9801 0.9911 -1.0511
H 2.2535 0.4974 0.6696
H 1.0661 1.1010 -0.4459
H -0.3652 -0.7744 -1.3829
H -1.7350 0.4559 0.8912
*
```

***

# 4
Below is 2 unconnected molecules or ions with the total composition C2H4N2O2 in a non-equilibrium geometry, with properties calculated with the ωB97M-V functional and the def2-TZVPD basis.

Results
Calculated total energy ... -338.4372 Eh

The geometry in ORCA input format:
```
! wB97M-V def2-TZVPD RIJCOSX def2/J DEFGRID3
* xyz 0 3
C -0.5843 -0.5927 -0.4189
C 0.2411 0.1921 0.6781
N 2.2156 1.2466 -2.5312
N 1.1363 1.2495 -2.4098
O -1.4840 -1.3234 0.3022
O -0.0537 0.0895 1.9730
H 0.2939 1.3075 0.2143
H 1.2967 -0.0110 0.5351
H -2.1882 -1.6949 -0.3519
H -0.8734 -0.4633 2.0092
*
```

***

# 5
Below is C2H4N2O2S in the gas phase in a non-equilibrium geometry, with properties calculated with the ωB97M-V functional and the def2-TZVPD basis.

Results
Structure (SMILES) ... NC(=O)N(O)C=S
Calculated total energy ... -736.7464 Eh

The geometry in ORCA input format:
```
! wB97M-V def2-TZVPD RIJCOSX def2/J DEFGRID3
* xyz 0 1
C -1.1310 0.2957 -0.0808
C 1.3164 -0.3718 -0.2454
H -2.3272 -1.3234 0.0171
H -0.8540 -1.6007 0.8504
H 1.5549 1.8782 0.0788
H 0.9930 -1.3639 -0.5758
N -1.3647 -1.0503 0.1788
N 0.3003 0.5289 -0.0430
O -1.9859 1.0970 -0.3757
O 0.6013 1.8039 0.2869
S 2.8968 0.1064 -0.0912
*
```

***

# 6
Below is C2H4N2O2S in the gas phase in a non-equilibrium geometry, with properties calculated with the ωB97M-V functional and the def2-TZVPD basis.

Results
Structure (SMILES) ... O/N=C\C(=S)NO
Calculated total energy ... -736.6393 Eh

The geometry in ORCA input format:
```
! wB97M-V def2-TZVPD RIJCOSX def2/J DEFGRID3
* xyz 0 1
C -0.9819 0.0965 0.1027
C -0.0654 -0.7379 0.9404
H 1.1959 1.8898 0.5611
H -0.8072 1.8090 -0.9012
H -0.1751 -0.7371 2.0495
H 1.3689 -1.8986 -1.4853
N -0.3603 1.2898 -0.1886
N 0.7486 -1.4959 0.3318
O 1.0035 1.3710 -0.1837
O 0.6850 -1.2722 -1.0007
S -2.6119 -0.3144 -0.2261
*
```

***

# 7
Below is C2H4N2O2S in the gas phase in a non-equilibrium geometry, with properties calculated with the ωB97M-V functional and the def2-TZVPD basis.

Results
Structure (SMILES) ... O=CSN/C=N\O
Calculated total energy ... -736.6343 Eh

The geometry in ORCA input format:
```
! wB97M-V def2-TZVPD RIJCOSX def2/J DEFGRID3
* xyz 0 1
C -0.0918 1.0842 -1.0327
C -0.4176 -1.8012 0.9670
H 2.2096 1.6800 1.0144
H -0.3356 1.5537 -2.0236
H -1.5019 -0.1421 -1.2537
H -0.5334 -0.8316 1.5461
N 0.7613 1.7574 -0.3246
N -0.8086 0.0075 -0.6544
O 1.1234 1.2682 0.9676
O -0.2872 -3.0217 1.4030
S -0.1182 -1.5544 -0.6092
*
```

***

# 8
Below is C2H4N2O3 in the gas phase in a non-equilibrium geometry, with properties calculated with the ωB97M-V functional and the def2-TZVPD basis.

Results
Structure (SMILES) ... O=C1NOCON1
Calculated total energy ... -413.7349 Eh

The geometry in ORCA input format:
```
! wB97M-V def2-TZVPD RIJCOSX def2/J DEFGRID3
* xyz 0 1
C 1.2732 -0.0219 -0.0711
C -1.4137 0.0103 0.1817
H 1.0391 1.9994 -0.2419
H -2.4530 0.0199 -0.0488
H -1.2473 -0.0820 1.2636
H 0.9300 -1.9841 -0.3171
N 0.5254 1.1709 0.0582
N 0.5037 -1.1923 0.0895
O 2.4810 0.0074 -0.1319
O -0.8042 1.1813 -0.3688
O -0.8342 -1.1088 -0.4134
*
```

***

# 9
Below is a molecular structure, C2H4N2O3 in a non-equilibrium geometry, with properties calculated with the ωB97M-V functional and the def2-TZVPD basis.

Results
Calculated total energy ... -413.6980 Eh

The geometry in ORCA input format:
```
! wB97M-V def2-TZVPD RIJCOSX def2/J DEFGRID3
* xyz 0 1
C -0.5771 -0.5941 0.0566
C 1.7462 -0.4562 0.2507
H -0.0992 2.4889 0.4343
H -2.2121 0.8387 -0.3572
H -2.0256 -1.4640 -0.9186
H 2.5923 -0.6686 0.9646
N -0.9268 0.7370 0.0738
N -1.1515 -1.5918 -0.3959
O 0.0534 1.6238 -0.1137
O 0.5589 -0.7229 0.8892
O 2.0415 -0.1908 -0.8838
*
```

***

# 10
Below is C2H4N2O4 in the gas phase in a non-equilibrium geometry, with properties calculated with the ωB97M-V functional and the def2-TZVPD basis.

Results
Structure (SMILES) ... O=N[C@H](O)C(=O)NO
Calculated total energy ... -488.8618 Eh

The geometry in ORCA input format:
```
! wB97M-V def2-TZVPD RIJCOSX def2/J DEFGRID3
* xyz 0 1
C -0.1773 0.6856 -0.5160
C -0.6656 -0.6568 0.0167
H 1.2123 0.9844 1.9414
H -0.0505 2.7363 -0.1467
H -0.8341 -0.8137 1.0801
H -1.5405 -0.9547 -1.3758
N 0.1910 1.7713 0.3755
N 0.6075 -1.5266 -0.2183
O 0.2822 1.4045 1.6422
O -0.1707 0.9925 -1.6906
O -1.4976 -1.4765 -0.5758
O 1.4711 -1.4002 0.6736
*
```

***

# 11
Below is 2 unconnected molecules or ions with the total composition C2H4N2O4 in a non-equilibrium geometry, with properties calculated with the ωB97M-V functional and the def2-TZVPD basis.

Results
Calculated total energy ... -488.7649 Eh

The geometry in ORCA input format:
```
! wB97M-V def2-TZVPD RIJCOSX def2/J DEFGRID3
* xyz 0 1
C 0.3968 -0.0622 -0.2646
C -1.7889 -1.0761 -0.1353
H -0.8441 2.0916 1.1388
H 1.4838 1.6236 -0.0006
H -2.1985 -1.9544 -0.8137
H 2.7361 -1.4782 1.1876
N 0.5150 1.3669 -0.4139
N 1.3763 -0.7833 0.1870
O -0.6858 2.0535 -0.0597
O -0.4948 -1.0091 -0.7309
O -2.2896 -0.3392 0.8071
O 2.7121 -0.3973 0.2929
*
```

***

# 12
Below is C2H4N2OS in the gas phase in a non-equilibrium geometry, with properties calculated with the ωB97M-V functional and the def2-TZVPD basis.

Results
Structure (SMILES) ... [H]/N=C1/NOCS1
Calculated total energy ... -661.4060 Eh

The geometry in ORCA input format:
```
! wB97M-V def2-TZVPD RIJCOSX def2/J DEFGRID3
* xyz 0 1
C 0.0128 0.5637 0.7459
C -0.0987 -1.0554 -1.2246
H 1.0256 1.3791 2.2163
H -1.8956 0.3578 0.9414
H 0.1402 -2.1516 -0.7702
H -0.1971 -1.3138 -2.3543
N -0.0587 1.1668 1.9398
N -1.1146 -0.2747 0.4815
O -1.1926 -0.3458 -0.8157
S 1.1998 0.0751 -0.4740
*
```

***

# 13
Below is a molecular structure, C2H4N2OS in a non-equilibrium geometry, with properties calculated with the ωB97M-V functional and the def2-TZVPD basis.

Results
Calculated total energy ... -661.3620 Eh

The geometry in ORCA input format:
```
! wB97M-V def2-TZVPD RIJCOSX def2/J DEFGRID3
* xyz 0 1
C -0.2626 0.6928 -0.5161
C -0.6197 -0.1907 0.5693
H -2.0295 2.2739 -2.4301
H 0.7890 1.0676 -0.8479
H -1.6527 -0.0104 0.9692
H 2.1724 -1.2788 2.6562
N -1.4069 1.0581 -1.1594
N -0.0054 -0.8296 1.4859
O -1.1184 1.9518 -2.3712
S 1.5530 -1.3925 1.0011
*
```

***

# 14
Below is C2H4N2OS in the gas phase in a non-equilibrium geometry, with properties calculated with the ωB97M-V functional and the def2-TZVPD basis.

Results
Structure (SMILES) ... [H]/N=C(/N)SC=O
Calculated total energy ... -661.4313 Eh

The geometry in ORCA input format:
```
! wB97M-V def2-TZVPD RIJCOSX def2/J DEFGRID3
* xyz 0 1
C -1.1424 0.2974 -0.0119
C 1.6170 -0.3856 0.3096
H -1.0084 2.4578 0.0892
H 0.6540 1.2192 -0.2788
H -2.7714 -1.0683 -0.1840
H 2.4696 -1.2348 0.3264
N -0.4416 1.4854 -0.0516
N -2.3679 0.0068 0.1685
O 1.9954 0.8760 -0.0824
S 0.0945 -1.1437 -0.1186
*
```

***

# 15
Below is C2H4N2OS in the gas phase in a non-equilibrium geometry, with properties calculated with the ωB97M-V functional and the def2-TZVPD basis.

Results
Structure (SMILES) ... N/N=C/SC=O
Calculated total energy ... -661.4276 Eh

The geometry in ORCA input format:
```
! wB97M-V def2-TZVPD RIJCOSX def2/J DEFGRID3
* xyz 0 1
C -0.2591 0.9890 0.0488
C 2.1984 -0.2593 0.1718
H -2.3649 -1.1965 -0.7937
H -2.4770 0.0473 0.2001
H -0.7077 1.3577 1.2488
H 1.4507 -0.8643 0.6907
N -1.7961 -0.5353 -0.2019
N -0.6860 -0.0017 -0.6183
O 3.2363 -0.8151 -0.3434
S 1.4054 1.2782 -0.4029
*
```

***

# 16
Below is 2 unconnected molecules or ions with the total composition C2H4N2OS in a non-equilibrium geometry, with properties calculated with the ωB97M-V functional and the def2-TZVPD basis.

Results
Calculated total energy ... -661.4708 Eh

The geometry in ORCA input format:
```
! wB97M-V def2-TZVPD RIJCOSX def2/J DEFGRID3
* xyz 0 1
C 1.1748 -0.6088 0.0153
C -0.7574 0.5180 -0.9672
N 4.0193 1.1960 -0.4747
N 4.6278 0.4638 0.0989
O 0.5939 0.4233 -0.4544
S 0.2391 -2.0345 0.0347
H -0.8033 -0.3917 -1.7583
H -0.8055 1.5208 -1.3145
H -1.5194 0.2816 -0.2659
H 1.2644 -2.8292 0.5549
*
```

***

# 17
Below is C2H4N2OS in the gas phase in a non-equilibrium geometry, with properties calculated with the ωB97M-V functional and the def2-TZVPD basis.

Results
Structure (SMILES) ... [H]/N=C\N(S)C=O
Calculated total energy ... -661.5147 Eh

The geometry in ORCA input format:
```
! wB97M-V def2-TZVPD RIJCOSX def2/J DEFGRID3
* xyz 0 1
C 1.0409 -0.5149 0.1001
C -0.7691 0.9411 -0.5987
H -1.5874 -1.0866 1.8724
H 1.1920 -1.5036 0.5692
H 1.7718 0.9419 -0.6477
H -1.8683 0.8293 -0.7527
N -0.3093 -0.1723 0.0767
N 2.0693 0.0920 -0.1932
O -0.1200 1.8782 -0.9513
S -1.4200 -1.4053 0.5253
*
```

***

# 18
Below is C2H4N2OS2 in the gas phase in a non-equilibrium geometry, with properties calculated with the ωB97M-V functional and the def2-TZVPD basis.

Results
Structure (SMILES) ... NC(=O)NSC=S
Calculated total energy ... -1059.7430 Eh

The geometry in ORCA input format:
```
! wB97M-V def2-TZVPD RIJCOSX def2/J DEFGRID3
* xyz 0 1
C -1.0140 0.0097 0.3480
C 2.3327 0.3296 0.3896
H -2.2383 -0.5036 -1.2403
H -2.6647 -1.1499 0.2903
H 0.0105 0.1950 -1.4574
H 3.2344 0.8153 0.7973
N -1.9375 -0.7736 -0.3068
N -0.1666 0.6813 -0.5480
O -0.9321 0.1148 1.5451
S 1.1450 1.5491 0.0632
S 2.2307 -1.2678 0.1190
*
```

***

# 19
Below is C2H4N2OS2 in the gas phase in a non-equilibrium geometry, with properties calculated with the ωB97M-V functional and the def2-TZVPD basis.

Results
Structure (SMILES) ... N/C(=N/O)C(=S)S
Calculated total energy ... -1059.5938 Eh

The geometry in ORCA input format:
```
! wB97M-V def2-TZVPD RIJCOSX def2/J DEFGRID3
* xyz 0 1
C -0.2605 0.4480 -0.0856
C 1.0905 -0.0892 0.1126
H -1.4781 1.8837 -0.1680
H 0.0631 2.2695 -0.5576
H -1.1955 -1.8594 1.5771
H 0.4165 -1.7725 -1.3817
N -0.6528 1.5581 -0.7580
N -1.2820 -0.4380 0.1865
O -0.5942 -1.3905 0.9639
S 1.6895 -1.6528 -0.4477
S 2.2035 1.0430 0.5585
*
```

***

# 20
Below is C2H4N2OS2 in the gas phase in a non-equilibrium geometry, with properties calculated with the ωB97M-V functional and the def2-TZVPD basis.

Results
Structure (SMILES) ... NC(=S)N(O)C=S
Calculated total energy ... -1059.6833 Eh

The geometry in ORCA input format:
```
! wB97M-V def2-TZVPD RIJCOSX def2/J DEFGRID3
* xyz 0 1
C -0.3755 -0.7145 -0.4379
C 0.7309 1.2217 0.6381
H -2.1709 -0.3918 -1.2465
H -1.5331 1.0562 -0.5737
H 1.3038 -1.8243 0.6493
H 1.6386 1.3493 1.2718
N -1.3833 0.0648 -0.8645
N 0.6459 -0.0630 0.2381
O 1.6804 -0.8857 0.6836
S -0.3911 -2.3611 -0.6323
S -0.1456 2.5484 0.2741
*
```